Record 1
Below is a molecular structure, C19H35N3O4V, with properties calculated with the ωB97M-V functional and the def2-TZVPD basis.

Output
HOMO energy (alpha / beta): -0.3962 / -0.4103 Ha
ΔE to the lowest compared entry with this formula, charge and spin: 0.320 eV
max |F|: 0.010 hartree/bohr
energy: -2154.13972 a.u.
charge: +1
Kohn-Sham gap (alpha / beta): 7.8 / 8.2 eV
⟨S²⟩: 2.01
2S+1: 3

Geometry as XYZ:
```
62
Properties=species:S:1:pos:R:3:forces:R:3
V 0.223143 -0.191697 -0.252641 0.45 -0.23 0.11
C 2.815595 -0.581844 1.327795 -0.03 -0.04 -0.01
C 1.828181 -1.618595 1.845814 0.03 0.02 -0.01
N 0.437114 -1.153050 1.692742 0.03 -0.17 0.19
C -0.112716 -0.253223 2.723402 0.01 0.06 -0.01
C 0.425577 1.164209 2.564728 0.00 -0.04 0.01
N 0.509460 1.541877 1.136876 -0.20 0.01 0.05
C 1.739680 2.271087 0.762334 0.04 -0.06 -0.01
C 2.691059 1.411391 -0.103894 -0.07 0.05 0.03
N 2.359426 -0.019799 0.035578 0.08 0.09 0.02
H 2.920445 0.239887 2.033190 0.00 0.00 0.00
H 3.803594 -1.035593 1.230589 0.01 0.02 0.00
H 1.917294 -2.522395 1.242750 -0.01 -0.01 0.01
H 2.061053 -1.876204 2.883331 0.00 0.00 0.00
H -0.157611 -1.973893 1.649615 0.00 0.00 -0.01
H -1.193205 -0.240635 2.573472 0.00 -0.03 0.01
H 0.083679 -0.621776 3.734711 0.00 0.00 0.00
H -0.218912 1.851591 3.114831 0.00 0.01 -0.01
H 1.416230 1.243380 3.009059 0.00 0.00 0.00
H -0.324891 2.068656 0.891733 -0.01 0.03 0.05
H 1.475938 3.164055 0.198784 -0.02 -0.01 -0.01
H 2.247519 2.606688 1.667366 0.00 0.03 0.00
H 2.555148 1.672722 -1.148250 0.03 0.03 0.12
H 3.732213 1.605505 0.166831 0.01 0.00 0.01
H 2.758171 -0.550293 -0.733475 0.04 0.04 -0.01
C -3.794647 -1.760130 -0.687010 0.00 0.00 0.02
C -2.302778 -1.705312 -0.852973 -0.06 0.01 0.00
O -1.700539 -0.838889 -0.162492 -0.30 0.10 0.07
C -1.638244 -2.608215 -1.740096 0.10 0.02 -0.01
C -2.398356 -3.497286 -2.544816 -0.02 0.03 0.02
C -1.802860 -4.394848 -3.380379 0.00 -0.04 -0.03
C -0.397008 -4.455640 -3.430786 -0.04 0.04 0.03
C 0.371472 -3.624130 -2.663044 0.04 0.02 0.01
C -0.215541 -2.663305 -1.807302 0.02 -0.11 -0.01
O 0.574772 -1.896059 -1.113040 -0.06 -0.13 -0.11
H -4.107700 -1.039963 0.064597 0.02 0.00 0.01
H -4.116789 -2.756673 -0.385509 -0.01 0.00 -0.01
H -4.288611 -1.523969 -1.630490 0.00 0.00 0.00
H -3.477879 -3.456644 -2.503473 0.00 0.00 0.00
H -2.400772 -5.054224 -3.992845 0.01 0.00 0.00
H 0.083467 -5.169702 -4.087394 0.00 0.00 0.00
H 1.452488 -3.665411 -2.693759 0.00 -0.01 -0.01
C -2.791918 2.608663 -0.301664 -0.01 0.01 -0.01
O -2.329969 1.790371 0.774518 -0.08 0.14 0.03
H -3.865161 2.792419 -0.228061 0.00 -0.02 -0.01
H -2.554566 2.157855 -1.267853 0.01 0.00 0.00
H -2.275107 3.564125 -0.231389 0.00 0.00 0.01
H -2.630886 0.889069 0.611521 0.13 -0.04 -0.04
C 1.774608 0.356561 -3.322566 -0.04 0.05 0.12
C 0.465799 1.075963 -2.990840 -0.07 0.21 -0.16
C 0.593505 2.561894 -3.316719 0.00 -0.02 0.03
C -0.673453 0.462722 -3.805918 0.06 0.02 0.13
O 0.110939 0.977612 -1.612759 0.01 0.11 -0.42
H 1.989058 0.458023 -4.386401 0.00 -0.03 -0.01
H 1.708092 -0.703162 -3.083227 -0.02 -0.11 0.01
H 2.619038 0.792181 -2.782192 -0.04 -0.06 -0.14
H 0.788538 2.709839 -4.379230 0.00 0.02 -0.01
H 1.413510 3.015870 -2.755289 0.01 -0.01 0.01
H -0.329058 3.080616 -3.053046 0.00 0.00 -0.02
H -0.482987 0.560409 -4.874972 0.00 0.00 -0.01
H -1.612117 0.968329 -3.572499 0.00 -0.01 0.00
H -0.774661 -0.597193 -3.567215 -0.03 -0.02 -0.03
```
Positions in Å, forces in eV/Å.

Löwdin atomic charge list, values in e, 2 entries: 0.9731 -0.1447



Record 2
Below is 2 unconnected molecules or ions with the total composition C3H5NO2 in a non-equilibrium geometry, with properties calculated with the ωB97M-V functional and the def2-TZVPD basis.

Output
HOMO energy: -0.2939 Ha
ΔE to the lowest compared entry with this formula, charge and spin: 1.760 eV
max |F|: 0.034 hartree/bohr
energy: -322.50966 a.u.
Kohn-Sham gap: 9.0 eV

Geometry as XYZ:
```
11
Properties=species:S:1:pos:R:3:forces:R:3
N 1.296461 0.829592 0.976390 0.08 0.07 -0.03
C 0.453835 -0.108473 0.464880 -0.35 0.23 0.09
O 1.090641 -1.104430 -0.179984 -0.09 -0.01 0.02
C -0.902933 -0.042157 0.510995 0.14 -0.02 0.51
C -0.916122 -0.581450 -1.879988 -1.13 0.42 -1.25
O -1.821461 -0.108103 -2.381373 0.77 -0.40 0.37
H 0.912153 1.604188 1.488581 0.13 -0.12 -0.02
H 2.264410 0.842646 0.702017 -0.18 0.03 -0.08
H -1.409879 0.871974 0.793253 0.10 -0.09 0.22
H -1.483712 -0.955949 0.481239 0.08 0.15 -0.23
H 0.516608 -1.247837 -0.976011 0.44 -0.27 0.39
```
Positions in Å, forces in eV/Å.

Löwdin atomic charge list, values in e, 2 entries: 0.1385 -0.5677